12
Properties=species:S:1:pos:R:3:forces:R:3:mulliken_charge:R:1 method="wB97M-V/def2-TZVPD" homo_ev=-9.272 e_tot_ev=-11176.945 fmax_ev_per_a=6.62
N -2.242948 -1.341418 -0.343388 3.4992 5.0451 -2.4625 -0.579
C 0.282156 1.276597 0.001435 -2.5709 -0.7933 1.4006 0.020
H -1.885220 1.109761 1.199001 3.8616 -2.4071 -3.8618 0.384
N -0.989600 0.561239 0.376051 1.0688 5.1167 0.9546 -0.322
C 1.271050 -0.678699 -0.002608 1.2770 -0.8639 0.3703 0.607
H 3.197690 -0.343034 -0.563764 -2.9891 -3.7570 3.2949 0.464
N 0.237503 -1.365203 0.465717 0.0160 1.3492 -3.4246 -0.437
H 0.028016 2.316911 0.365438 1.5639 -0.7120 -1.3134 0.318
N 1.388758 0.680784 -0.493985 -4.5942 0.2996 2.4479 -0.531
O 2.564344 -1.174691 0.103229 0.8159 3.7417 -3.0366 -0.553
H -2.840626 -0.302294 -1.061535 2.0729 -3.6625 3.2280 0.283
C -1.011125 -0.739952 -0.045593 -4.0211 -3.3566 2.4026 0.345

---

13
Properties=species:S:1:pos:R:3:forces:R:3:mulliken_charge:R:1 method="wB97M-V/def2-TZVPD" homo_ev=-8.356 e_tot_ev=-6322.413 fmax_ev_per_a=0.60
C -1.185043 -0.359310 0.608246 0.0037 0.1991 -0.5655 -0.332
H 1.444940 -1.756353 -0.106577 -0.1000 0.1306 -0.0145 0.286
C -2.314706 0.309613 -0.119293 -0.0567 -0.0668 0.0708 -0.699
H 1.323699 1.295081 -0.015487 0.1755 -0.0979 0.0535 0.284
C 1.908315 0.380825 -0.161472 0.0663 0.0220 -0.0054 -0.967
H -2.374410 1.288716 0.378040 -0.0856 -0.0848 -0.0935 0.281
H 2.828102 0.461458 0.422558 -0.0586 -0.0870 -0.0785 0.326
H -3.272025 -0.180489 0.077376 0.1055 0.0130 0.0350 0.281
C 1.066589 -0.804428 0.277121 0.3049 -0.0514 0.0787 -0.264
H 0.944832 -0.859355 1.361866 0.0859 -0.0101 -0.1519 0.398
H 2.163877 0.313109 -1.223046 -0.0206 0.0147 0.1540 0.281
O -0.242789 -0.572020 -0.276990 -0.3685 0.1336 0.3959 -0.128
H -2.150529 0.459126 -1.193943 -0.0517 -0.1151 0.1214 0.253

---

Asked for relative energy (zero: lowest compared OMol25 entry of this formula, charge and spin) across the records above, the calculation gives 7.0241 2.7549 eV in order.